Density functional theory data (ωB97M-V/def2-TZVPD) for the molecule C2H6N2S3 at a distorted geometry.

```
13
Properties=species:S:1:pos:R:3
C 0.27 0.10 0.77
C -0.51 -1.07 0.27
N -1.41 1.00 -0.71
N -0.37 1.32 0.14
S 0.84 2.47 -0.48
S 0.16 -1.07 -2.62
S -1.51 -0.47 -1.12
H 0.23 0.34 1.83
H 1.33 0.11 0.24
H 0.10 -1.88 -0.18
H -1.16 -1.36 1.08
H 1.16 2.94 0.80
H 0.63 0.20 -2.63
```

The value obtained for the HOMO-LUMO gap (alpha / beta) is 0.2896 / 0.2896 hartree. For the lowest unoccupied orbital energy (alpha / beta), the calculation gives 0.01 / 0.01 eV. Its spin multiplicity is 1. For the energy above the lowest of the compared OMol25 structures with the same formula, charge and spin, the calculation gives 303.6 kJ/mol.

Density functional theory data (ωB97M-V/def2-TZVPD) for a structure of composition C6H19N5O3Rb at a distorted geometry.

```
34
Properties=species:S:1:pos:R:3
Rb 0.62 -0.60 -2.00
C -1.63 -0.55 1.10
O -1.31 -0.98 -0.03
N -2.06 -1.39 2.06
N -1.29 0.69 1.52
H -2.13 -2.35 1.74
H -2.50 -1.14 2.93
H -1.79 0.98 2.35
H -1.06 1.39 0.83
C -2.26 -4.19 -0.43
O -2.67 -3.83 0.66
N -2.57 -5.38 -1.02
N -1.48 -3.39 -1.24
H -2.15 -5.68 -1.87
H -3.16 -5.97 -0.45
H -1.04 -3.63 -2.11
H -1.50 -2.42 -0.93
C 2.92 2.37 1.52
C 1.85 1.81 0.59
C 1.85 2.62 -0.71
O 0.87 2.22 -1.62
C 0.21 3.26 -2.33
N 2.10 0.35 0.48
H 2.78 1.89 2.50
H 2.74 3.42 1.75
H 3.92 2.01 1.30
H 0.93 1.89 1.17
H 2.85 2.59 -1.16
H 1.86 3.67 -0.38
H -0.56 3.78 -1.76
H -0.34 2.72 -3.11
H 0.90 3.92 -2.86
H 2.92 -0.06 0.06
H 2.18 -0.02 1.42
```

The net charge is +1. The value obtained for the HOMO-LUMO gap is 0.3474 hartree. For the lowest unoccupied orbital energy, the calculation gives -3.00 eV. Its spin multiplicity is 1. For the energy above the lowest of the compared OMol25 structures with the same formula, charge and spin, the calculation gives 103.6 kJ/mol.

Density functional theory data (ωB97M-V/def2-TZVPD) for a cluster of 4 separate species, C4H17NO3 in total at a distorted geometry.

```
25
Properties=species:S:1:pos:R:3
C 0.48 -2.92 -0.02
C -0.27 -1.97 0.91
C -1.22 -1.01 0.15
C -1.02 0.46 0.52
N -2.15 1.28 -0.07
H 1.35 -2.52 -0.53
H -0.19 -3.45 -0.70
H 0.86 -3.81 0.52
H -0.79 -2.58 1.63
H 0.45 -1.39 1.46
H -1.32 -1.08 -0.93
H -2.16 -1.34 0.61
H -0.09 0.73 0.04
H -1.21 0.69 1.56
H -1.72 1.91 -0.72
H -2.81 0.68 -0.53
O 5.73 3.54 -0.77
H 5.35 4.42 -0.70
H 5.54 3.05 -1.56
O 5.04 2.00 1.45
H 5.09 1.05 1.46
H 5.39 2.43 0.66
O -6.72 -0.40 -1.40
H -6.63 0.34 -0.78
H -6.99 -0.11 -2.27
```

The value obtained for the HOMO-LUMO gap is 0.3579 hartree. For the lowest unoccupied orbital energy, the calculation gives 0.60 eV. Its spin multiplicity is 1. The structure (SMILES) is CCCCN.O.O.O. For the energy above the lowest of the compared OMol25 structures with the same formula, charge and spin, the calculation gives 138.2 kJ/mol.

Density functional theory data (ωB97M-V/def2-TZVPD) for a cluster of 2 separate species, C4H5NO in total at a distorted geometry.

```
11
Properties=species:S:1:pos:R:3
C 1.32 -0.36 0.40
C 0.15 -0.97 0.13
C 1.10 1.04 0.19
C -0.84 0.13 -0.16
N -0.13 1.34 -0.11
O -2.06 -0.14 0.32
H 2.31 -0.69 0.66
H -0.32 -1.98 0.11
H 1.97 1.65 0.35
H -0.75 -0.26 -1.66
H -2.74 0.24 -0.23
```

The value obtained for the HOMO-LUMO gap is 0.3494 hartree. For the lowest unoccupied orbital energy, the calculation gives -0.11 eV. Its spin multiplicity is 1. For the energy above the lowest of the compared OMol25 structures with the same formula, charge and spin, the calculation gives 301.1 kJ/mol.